(1)
A structure of composition C22H30IN2O6SSiTi at a distorted geometry. Source: the Open Molecules 2025 dataset; level of theory: ωB97M-V/def2-TZVPD.

Structure (ORCA input):
```
! wB97M-V def2-TZVPD RIJCOSX def2/J DEFGRID3
* xyz -1 1
Ti -0.03011 -0.11764 -0.01172
C -2.05258 -1.86903 2.85768
C -0.56587 -1.82094 2.55010
C 0.26075 -2.23586 3.75320
O -0.23967 -0.45096 2.19516
C -0.26502 -2.71815 1.33816
O -0.40403 -3.91547 1.43772
O 0.10818 -2.07093 0.26812
H -2.27040 -1.23220 3.71672
H -2.32994 -2.89640 3.08659
H -2.63472 -1.53270 2.00204
H -0.00172 -1.62038 4.61567
H 1.32870 -2.13398 3.55528
H 0.05926 -3.28159 3.97760
H 0.70103 -0.31238 2.39138
C 4.18587 3.34649 2.05938
C 2.88148 2.66187 1.64450
C 1.96163 2.51923 2.86356
C 2.18466 3.54039 0.59335
Si 3.12317 0.96171 0.84745
O 1.62347 0.39826 0.44610
C 3.85492 -0.33829 2.00083
C 3.35311 -1.63980 1.88156
C 3.85129 -2.68342 2.65108
C 4.87065 -2.44659 3.56198
C 5.39035 -1.16536 3.69100
C 4.88680 -0.12800 2.91850
C 4.18553 1.05606 -0.67739
C 5.56217 1.29140 -0.60915
C 6.33533 1.33040 -1.75886
C 5.74371 1.11441 -2.99953
C 4.38344 0.85801 -3.08852
C 3.61156 0.83566 -1.93354
H 3.97073 4.36905 2.39018
H 4.89220 3.41310 1.22907
H 4.67705 2.83802 2.89146
H 1.80406 3.49630 3.33462
H 2.38734 1.85238 3.62005
H 0.97825 2.13719 2.57561
H 1.98402 4.53131 1.01719
H 1.23162 3.11566 0.27415
H 2.81210 3.67652 -0.29080
H 2.56005 -1.84443 1.16883
H 3.44087 -3.67942 2.53607
H 5.26082 -3.25608 4.16635
H 6.18889 -0.97359 4.39736
H 5.31728 0.85917 3.03582
H 6.04469 1.42771 0.35476
H 7.40147 1.51166 -1.68895
H 6.34943 1.12518 -3.89735
H 3.91919 0.64452 -4.04452
H 2.55366 0.61193 -2.01653
O -2.18809 -0.45057 -0.07289
S -2.36144 1.04590 0.11900
N -1.00716 1.67083 0.15883
N -0.53788 -2.31072 -2.58914
C -0.25374 -0.98900 -2.86419
O 0.18054 -0.24343 -1.80500
C -0.38151 -0.44952 -4.07563
I 2.12930 -1.35412 -5.51212
H -0.26065 -2.67392 -1.69320
H -0.50418 -2.93710 -3.37312
H -0.18565 0.60297 -4.20188
H -0.92580 -0.97176 -4.84420
*
```

- Calculated total energy: -3252.4304 a.u.
- Energy relative to the best compared isomer or geometry (same formula, charge and spin): 78.1 kJ/mol
- HOMO energy (alpha / beta): -3.0 / -3.0 eV
- Molecular weight: 653.41 Da
- Gap between HOMO and LUMO (alpha / beta): 3.80 / 3.80 eV

***

(2)
The molecule C2HNO3S at a distorted geometry. Source: the Open Molecules 2025 dataset; level of theory: ωB97M-V/def2-TZVPD.

Structure (ORCA input):
```
! wB97M-V def2-TZVPD RIJCOSX def2/J DEFGRID3
* xyz 0 1
O 3.29998 0.90818 0.04446
C 2.17145 0.72782 -0.20431
N 0.98028 0.78894 -0.44537
C -0.02038 -0.18866 -0.20008
O 0.16763 -1.34783 -0.04395
O -1.23700 0.46202 -0.09208
S -2.65408 -0.45421 -0.15790
H -2.70787 -0.89626 1.09923
*
```

- Calculated total energy: -755.4648 a.u.
- SMILES string: O=C=NC(=O)OS
- Energy relative to the best compared isomer or geometry (same formula, charge and spin): 61.4 kJ/mol
- HOMO energy: -10.1 eV
- Molecular weight: 119.10 Da
- Gap between HOMO and LUMO: 10.28 eV

***

(3)
A cluster of 2 separate species, CH3F3OSi in total at a distorted geometry. Source: the Open Molecules 2025 dataset; level of theory: ωB97M-V/def2-TZVPD.

Structure (ORCA input):
```
! wB97M-V def2-TZVPD RIJCOSX def2/J DEFGRID3
* xyz 0 1
O -0.34475 -1.11547 0.68133
Si 1.11994 -1.07229 0.64061
F 2.02038 -2.15720 1.27652
F 2.18323 0.06746 0.45579
C -0.99735 0.87005 -0.69085
F -0.09265 1.55091 -0.00802
H -1.00449 1.10491 -1.67520
H -2.11031 0.86681 -0.25908
H -0.77400 -0.11517 -0.42109
*
```

- Calculated total energy: -704.2862 a.u.
- SMILES string: O=[Si](F)F.CF
- Energy relative to the best compared isomer or geometry (same formula, charge and spin): 354.9 kJ/mol
- HOMO energy: -10.3 eV
- Molecular weight: 116.11 Da
- Gap between HOMO and LUMO: 9.22 eV

***

(4)
A structure of composition C27H32BF2Ge2INNiSe. Source: the Open Molecules 2025 dataset; level of theory: ωB97M-V/def2-TZVPD.

Structure (ORCA input):
```
! wB97M-V def2-TZVPD RIJCOSX def2/J DEFGRID3
* xyz -1 1
Ni 1.65823 -1.28936 0.42838
C 1.51326 1.57826 -2.72333
C 2.40684 1.75327 -1.49760
Ge 1.69989 1.06618 0.26356
C 3.03190 2.00710 1.41929
C 3.01970 1.72093 2.91775
C 0.10862 2.22604 0.33509
C -1.17658 2.06283 0.00718
Ge -1.95002 0.28830 -0.38493
C -3.07231 0.32272 -2.03831
C -4.18886 1.35323 -2.20246
C -2.97706 -0.60931 1.05950
C -4.34756 -0.09960 1.50235
C -2.06331 3.26145 -0.07122
C -3.39223 3.22448 0.34462
C -4.20463 4.34735 0.29445
C -3.71026 5.54538 -0.19990
C -2.39770 5.59595 -0.65044
C -1.59075 4.47055 -0.59161
H 1.88102 2.15176 -3.58012
H 0.49387 1.91603 -2.51659
H 1.45301 0.53447 -3.02760
H 2.58496 2.82037 -1.31759
H 3.39082 1.30899 -1.67678
H 2.90851 3.07954 1.22933
H 4.01299 1.74763 1.00071
H 2.06885 2.00595 3.36791
H 3.81814 2.26163 3.43526
H 3.15612 0.65471 3.11351
H 0.39583 3.24680 0.60818
H -3.48436 -0.69022 -2.10053
H -2.37108 0.41085 -2.87391
H -4.94127 1.26540 -1.41660
H -4.69920 1.22417 -3.16133
H -3.80475 2.37197 -2.16569
H -2.31538 -0.67941 1.92284
H -3.08144 -1.62793 0.67396
H -4.27174 0.83359 2.06038
H -4.81992 -0.82285 2.17202
H -5.02810 0.05615 0.66137
H -3.80257 2.29644 0.71422
H -5.22974 4.28087 0.63833
H -4.34129 6.42392 -0.24783
H -2.00090 6.51641 -1.06162
H -0.57981 4.52076 -0.97526
I 4.16724 -1.27418 -0.04578
C 4.19619 -3.36959 -0.13347
C 5.34984 -4.02350 -0.44689
C 5.34095 -5.43321 -0.50654
C 4.18479 -6.11174 -0.25131
C 2.98429 -5.43076 0.07401
C 1.79340 -6.14881 0.33264
C 0.65348 -5.46835 0.63941
C 0.65031 -4.05574 0.70078
C 1.76242 -3.27752 0.45756
C 2.95954 -4.00718 0.13823
H 6.25898 -3.47307 -0.64905
H 6.25064 -5.96377 -0.75804
H 4.16248 -7.19491 -0.29646
H 1.81069 -7.23164 0.28134
H -0.26502 -6.00767 0.84209
H -0.28887 -3.57981 0.95441
Se 0.56971 -1.40121 2.43991
C -0.12040 0.22950 2.95464
N -0.61227 1.19641 3.35444
F 0.40387 -1.20887 -1.77842
B -0.69648 -1.24577 -1.01212
F -1.27548 -2.45239 -0.98030
*
```

- Calculated total energy: -9688.7941 a.u.
- Energy relative to the best compared isomer or geometry (same formula, charge and spin): 102.0 kJ/mol
- HOMO energy (alpha / beta): -4.9 / -4.9 eV
- Molecular weight: 829.15 Da
- Gap between HOMO and LUMO (alpha / beta): 7.20 / 7.21 eV